# 1
This record from OMol25 describes a structure of composition C31H70ClN4O8PSi2. The level of theory is ωB97M-V with the def2-TZVPD basis set.

Last column: Mulliken charge in e.
CARTESIAN COORDINATES (ANGSTROEM)
C -2.0809 -0.3996 1.5264  -0.663
C -1.2305 -0.0937 0.5479  0.085
Si -0.5251 -1.4904 -0.4388  0.146
O 0.1013 -2.5806 0.6196  0.200
C 0.9951 -3.5796 0.1093  -0.906
C 1.0622 -4.7610 1.0869  1.328
C 0.7422 -6.0590 0.3372  -1.865
C 2.4264 -4.8851 1.7844  -1.906
C 3.0137 -3.5856 2.3553  2.027
C 2.4300 -3.3214 3.7499  -1.748
C 4.5568 -3.6886 2.4584  -1.464
O 0.6737 -1.0709 -1.4948  0.121
Si 0.7620 0.3059 -2.3876  0.133
O 0.6672 -0.1043 -3.9907  -0.581
C 2.3843 1.1085 -1.9687  -0.868
C 2.2491 1.8143 -0.6103  0.045
C 3.4942 2.6310 -0.2068  -0.797
C 4.4710 1.8619 0.7066  0.660
C 4.6162 2.3972 2.1348  -0.934
C 3.4368 2.0990 3.0652  -1.020
C 2.1190 2.8412 2.7974  0.332
C 2.2690 4.3591 2.7615  -0.582
C 0.9537 5.1439 2.4979  -0.808
C -0.1594 4.3494 1.8175  -0.930
P -2.1673 -2.5367 -1.6157  0.004
O -2.9435 -1.2256 -2.2019  -0.399
Cl -3.3605 -3.1450 -0.0267  -0.288
H -2.8514 0.2843 1.8666  0.227
H -2.0525 -1.3814 1.9837  0.246
H -1.0501 0.9583 0.3420  0.163
H 1.9791 -3.1406 -0.0674  0.196
H 0.6225 -3.9415 -0.8566  0.573
H 0.2823 -4.5972 1.8357  0.147
H -0.1800 -5.9412 -0.2352  0.357
H 1.5523 -6.2963 -0.3566  0.339
H 0.6341 -6.9032 1.0188  0.468
H 3.1288 -5.4010 1.1225  0.396
H 2.2845 -5.5573 2.6408  0.401
H 2.7980 -2.7209 1.7259  -0.291
H 2.5983 -2.2876 4.0593  0.295
H 1.3653 -3.5567 3.8024  0.362
H 2.9403 -3.9531 4.4835  0.515
H 4.8973 -3.5113 3.4813  0.344
H 4.8986 -4.6897 2.1890  0.345
H 5.0633 -2.9628 1.8208  0.312
H -0.3716 1.2206 -2.1114  -0.192
H 0.7958 0.6864 -4.5334  0.274
H 3.0961 0.2805 -1.8775  0.276
H 2.7146 1.7966 -2.7515  0.481
H 2.0964 1.0503 0.1594  0.094
H 1.3683 2.4662 -0.6249  -0.046
H 3.1818 3.5741 0.2443  0.287
H 4.0281 2.8784 -1.1290  0.493
H 5.4497 1.8740 0.2243  -0.597
H 4.1854 0.8050 0.7624  0.180
H 4.8667 3.4630 2.1222  0.334
H 5.4940 1.9035 2.5673  0.443
H 3.2593 1.0190 3.0606  0.174
H 3.7430 2.3699 4.0833  0.404
H 1.6631 2.4530 1.8854  -0.386
H 1.4554 2.6013 3.6349  0.609
H 2.6442 4.6607 3.7452  0.359
H 3.0120 4.6765 2.0295  0.266
H 0.6024 5.5754 3.4373  0.390
H 1.2045 5.9817 1.8414  0.254
H -1.0435 4.9786 1.6882  0.455
H 0.1513 4.0039 0.8291  0.126
H -0.4689 3.4893 2.4134  0.304
H -3.2802 -0.6185 -1.5129  0.429
C -1.4951 -10.7864 -0.5341  -1.344
C -1.0345 -9.4241 -1.0037  0.834
O 0.1300 -9.0748 -0.9290  -0.613
N -1.9770 -8.5875 -1.5158  -0.121
C -3.3965 -8.8220 -1.6789  -0.863
H -0.6289 -11.3206 -0.1568  0.309
H -2.2325 -10.6960 0.2642  0.360
H -1.9339 -11.3553 -1.3545  0.362
H -1.6069 -7.6961 -1.8076  0.194
H -3.6815 -8.7435 -2.7295  0.293
H -3.9745 -8.0886 -1.1142  0.284
H -3.6585 -9.8137 -1.3248  0.323
C 8.5942 2.5193 -0.6311  -1.361
C 7.7249 1.8858 -1.6942  0.795
O 6.8171 1.1234 -1.4107  -0.633
N 7.9906 2.1997 -2.9903  -0.160
C 9.0179 3.0791 -3.5089  -0.844
H 8.2509 2.1676 0.3369  0.277
H 9.6394 2.2365 -0.7606  0.435
H 8.5182 3.6070 -0.6608  0.360
H 7.3766 1.7445 -3.6473  0.243
H 8.5729 3.9007 -4.0730  0.285
H 9.6910 2.5349 -4.1735  0.291
H 9.6021 3.4976 -2.6962  0.319
C -6.3349 1.9319 -1.5044  -1.207
C -4.9820 1.8489 -0.8448  0.634
O -4.3352 0.8081 -0.8263  -0.683
N -4.4974 2.9679 -0.2639  -0.006
C -5.1110 4.2820 -0.1847  -0.574
H -6.5685 0.9537 -1.9140  0.325
H -7.0987 2.2153 -0.7807  0.260
H -6.3365 2.6710 -2.3045  0.371
H -3.5904 2.8393 0.1581  0.106
H -4.4664 5.0213 -0.6633  0.271
H -5.2436 4.5662 0.8611  0.280
H -6.0803 4.3052 -0.6766  0.120
C -10.0629 3.9386 -1.3188  -1.218
C -9.0841 5.0724 -1.5153  0.800
O -7.8791 4.8782 -1.5898  -0.651
N -9.5877 6.3270 -1.6093  -0.185
C -10.9740 6.7457 -1.5457  -0.848
H -9.5021 3.0106 -1.2666  0.188
H -10.6262 4.0649 -0.3939  0.367
H -10.7637 3.8801 -2.1520  0.375
H -8.8830 7.0356 -1.7407  0.232
H -11.2644 7.2495 -2.4686  0.289
H -11.1274 7.4369 -0.7158  0.287
H -11.6220 5.8876 -1.4033  0.318

The calculation puts the HOMO energy at -7.7 eV. The calculation puts the LUMO energy at 0.5 eV.



# 2
This record from OMol25 describes a structure of composition C31H70F9Na4O23S3. The level of theory is ωB97M-V with the def2-TZVPD basis set.

Last column: Mulliken spin population.
CARTESIAN COORDINATES (ANGSTROEM)
Na 5.2624 2.9638 0.8214  0.000
Na 3.4941 1.3993 4.4851  0.000
Na -0.5728 3.2216 0.8581  0.000
Na 5.5692 -0.4288 -0.9700  0.000
C 5.2679 -2.5894 3.5308  0.000
F 5.5181 -3.5540 2.6972  0.000
F 3.9456 -2.3212 3.8119  0.000
F 5.9421 -2.8124 4.6761  0.000
S 5.9967 -0.9552 2.7971  0.000
O 5.2276 0.1269 3.5117  0.000
O 7.4178 -0.9531 3.0322  0.000
O 5.7047 -0.8729 1.3428  0.000
C -1.3544 -2.6457 4.6937  0.040
F -0.6910 -3.2929 5.6603  0.006
F -1.9153 -1.5056 5.1839  0.006
F -0.4631 -2.3897 3.6663  0.033
S -2.8169 -3.7851 3.9420  0.002
O -3.5783 -4.1408 5.1928  0.803
O -3.5653 -2.9982 2.9733  0.025
O -2.2134 -4.9918 3.2705  0.068
C 1.9715 -1.2504 0.4172  0.002
F 1.3901 -1.4440 -0.8127  0.000
F 1.1131 -1.7760 1.3648  0.008
F 3.1248 -1.9588 0.4177  0.000
S 2.3140 0.6816 0.6436  0.001
O 3.4989 0.9264 -0.2525  0.000
O 1.0877 1.3529 0.2347  0.000
O 2.6282 0.8625 2.0769  0.000
C 2.0325 4.2742 -1.3050  0.000
O 0.8248 5.0133 -0.9203  0.000
C 1.1245 6.3877 -0.5243  0.000
C -0.1419 7.1559 -0.0758  0.000
O 0.0594 8.5620 -0.2119  0.000
C -1.0520 9.4179 -0.1863  0.000
H 1.7683 3.2614 -1.6091  0.000
H 2.8091 4.1907 -0.5447  0.000
H 2.5764 4.7802 -2.1027  0.000
H 1.5669 7.0481 -1.2701  0.000
H 1.8986 6.4581 0.2399  0.000
H -0.2734 6.9345 0.9833  0.000
H -1.0852 6.8044 -0.4938  0.000
H -1.8008 9.1422 0.5563  0.000
H -1.5344 9.4565 -1.1630  0.000
H -0.5517 10.3662 0.0101  0.000
C 0.3261 -2.4847 -7.3861  0.000
O -0.0018 -1.7769 -6.1982  0.000
C 0.4582 -2.4397 -4.9906  0.000
C -0.1055 -1.6598 -3.7367  0.000
O -1.5266 -1.5640 -3.4474  0.000
C -2.0331 -2.7693 -2.9563  0.000
H 1.3854 -2.3250 -7.5874  0.000
H -0.2220 -2.1447 -8.2647  0.000
H 0.2726 -3.5732 -7.3669  0.000
H 1.5445 -2.3874 -4.9182  0.000
H 0.1695 -3.4756 -4.8128  0.000
H 0.0818 -0.6000 -3.9096  0.000
H 0.5235 -1.8205 -2.8611  0.000
H -3.0336 -2.4952 -2.6219  0.000
H -1.3868 -3.0016 -2.1098  0.000
H -2.0478 -3.5442 -3.7227  0.000
C -4.5687 3.3644 -3.9654  0.000
O -4.3014 3.0089 -2.6206  0.000
C -3.4246 3.7949 -1.8705  0.000
C -1.9047 3.8369 -2.2260  0.000
O -1.2159 2.8694 -1.5200  0.000
C -0.9757 1.6939 -2.3179  0.000
H -3.6636 3.5515 -4.5433  0.000
H -5.0169 4.3559 -4.0298  0.000
H -5.2549 2.6226 -4.3740  0.000
H -3.5455 3.3595 -0.8786  0.000
H -3.7830 4.8119 -1.7112  0.000
H -1.4747 4.7833 -1.8980  0.000
H -1.6492 3.8859 -3.2844  0.000
H -1.8196 1.0082 -2.3924  0.000
H -0.1890 1.0821 -1.8764  0.000
H -0.5781 1.8971 -3.3122  0.000
C 0.5523 -7.3639 5.0297  0.000
O 0.5890 -6.9624 3.6402  0.001
C 1.0389 -5.5944 3.5548  0.000
C 1.4752 -5.3569 2.1511  0.001
O 0.3901 -5.5851 1.2984  0.002
C 0.2419 -4.5722 0.2988  0.001
H 0.4195 -6.5832 5.7786  0.000
H 1.5083 -7.8118 5.3011  0.000
H -0.1605 -8.1751 5.1774  0.000
H 1.9796 -5.4327 4.0812  0.000
H 0.2742 -4.8758 3.8499  0.002
H 2.2126 -6.1337 1.9489  0.000
H 2.0580 -4.4804 1.8681  0.000
H -0.6235 -4.7415 -0.3419  0.000
H 1.0621 -4.4613 -0.4105  0.000
H 0.0127 -3.6132 0.7635  -0.002
C -0.3643 1.0023 3.4369  -0.001
O -1.2975 2.0159 2.9566  0.000
C -1.4813 3.0471 3.9047  0.000
C -2.6461 3.9431 3.4097  0.000
O -2.3467 4.4132 2.1181  0.000
C -3.2898 5.4018 1.6328  0.000
H -0.1124 0.3444 2.6051  0.000
H -0.7057 0.3683 4.2552  0.000
H 0.5677 1.4341 3.8014  0.000
H -0.6074 3.6110 4.2307  0.000
H -1.9191 2.5294 4.7582  0.000
H -2.6452 4.8209 4.0559  0.000
H -3.6423 3.5009 3.3995  0.000
H -4.1999 4.9845 1.2020  0.000
H -2.8358 6.1355 0.9668  0.000
H -3.7182 6.0697 2.3801  0.000
C -2.1210 -0.8553 0.0996  0.001
O -3.5546 -1.0895 0.3059  -0.001
C -4.3107 -0.4671 -0.7146  0.000
C -5.6340 -0.0972 -0.0815  0.000
O -6.3728 -1.1927 0.4654  0.000
C -7.5973 -0.7505 1.0836  0.000
H -1.8349 0.1459 0.4217  0.000
H -1.7128 -0.8006 -0.9096  0.000
H -1.5191 -1.6436 0.5518  0.000
H -4.6105 -0.9742 -1.6317  0.000
H -3.8917 0.4773 -1.0621  0.000
H -6.3768 0.4095 -0.6977  0.000
H -5.3922 0.6008 0.7200  0.000
H -7.1478 -0.0912 1.8261  0.000
H -8.2024 -1.6137 1.3609  0.000
H -8.1739 -0.0180 0.5188  0.000
C 3.4995 -0.3663 -3.7148  0.000
O 3.8754 -1.1431 -2.6141  0.000
C 4.4822 -2.3930 -3.0992  0.000
C 4.8725 -3.4294 -2.0214  0.000
O 5.8548 -2.8784 -1.1388  0.000
C 6.5460 -3.8262 -0.2428  0.000
H 2.9162 0.5329 -3.5168  0.000
H 3.0105 -0.9542 -4.4916  0.000
H 4.3838 -0.0840 -4.2861  0.000
H 5.3918 -2.1598 -3.6526  0.000
H 3.7668 -2.8850 -3.7582  0.000
H 5.3223 -4.2911 -2.5146  0.000
H 4.0566 -3.8526 -1.4354  0.000
H 7.3322 -3.2259 0.2152  0.000
H 6.8727 -4.7970 -0.6155  0.000
H 5.9194 -4.1511 0.5879  0.000

Its spin multiplicity is 2. The calculation puts the HOMO energy (spin up / spin down) at -12.1 / -12.1 eV. The calculation puts the LUMO energy (spin up / spin down) at -6.8 / -8.8 eV. As for the charge: +2. Its expectation value of S² is 0.76.